DFT (the ωB97M-V functional and the def2-TZVPD basis) results for a molecular structure, C33H31I2N4O3Y.

XYZ file:
```
74
C33H31I2N4O3Y (the ωB97M-V functional and the def2-TZVPD basis)
Y 1.0554 -0.2666 -0.9249
C 1.7928 2.7381 -2.0817
N 0.9774 2.3706 -0.8498
C -0.3966 2.9388 -0.9919
C -1.3236 2.1331 -1.9155
C -2.3156 2.7224 -2.6398
C -2.8128 2.0495 -3.7512
C -2.5903 0.7116 -3.8895
C -1.6757 0.0760 -3.0261
N -1.0127 0.7991 -2.0523
C 1.5790 3.0867 0.3606
C 1.9001 2.1367 1.5219
C 2.4769 2.6373 2.6857
C 2.8822 1.8067 3.6871
C 2.7141 0.3712 3.4921
C 2.3561 -0.0478 2.2463
N 1.7410 0.7618 1.3271
C 3.1064 2.0558 -1.9256
C 4.2795 2.7383 -2.1992
C 5.4883 2.0289 -2.2521
C 5.5123 0.7004 -1.7767
C 4.3124 0.1362 -1.3887
N 3.1199 0.7725 -1.4759
H 1.9536 3.8829 -2.1298
H 1.2968 2.3840 -2.9528
H -0.2582 3.9164 -1.4947
H -0.8950 3.0718 -0.0080
H -2.7296 3.6602 -2.3626
H -3.4049 2.5615 -4.5086
H -3.0270 0.1457 -4.6883
H -1.6861 -0.9778 -2.9631
H 0.8077 3.8295 0.8066
H 2.4951 3.7545 0.0951
H 2.6485 3.7139 2.7161
H 3.0723 2.1688 4.6919
H 2.9834 -0.3061 4.3232
H 2.4157 -1.1611 2.0444
H 4.3082 3.7652 -2.5251
H 6.3699 2.5342 -2.6130
H 6.4238 0.0731 -1.8850
H 4.2387 -0.9140 -1.1412
O -0.5380 -0.6106 0.9384
C -1.5569 -1.6611 0.8722
C -1.0915 -2.5499 -0.3690
O -1.6485 -3.6333 -0.4807
O -0.0635 -2.1306 -1.1059
C -2.9414 -1.1558 0.5431
C -3.9704 -2.1758 0.3799
C -5.2849 -1.8315 0.2629
C -5.5925 -0.5245 0.0619
C -4.6418 0.4863 0.1119
C -3.3232 0.1455 0.3790
C -1.5782 -2.5810 2.0889
C -2.5536 -2.3815 3.0596
C -2.5085 -3.1147 4.2595
C -1.5175 -4.0184 4.5974
C -0.4314 -4.0936 3.6959
C -0.5998 -3.5444 2.4105
H -0.7202 -0.0524 1.7153
H -3.5783 -3.1868 0.4578
H -6.0849 -2.5861 0.1963
H -6.6288 -0.2316 -0.1716
H -4.9078 1.5002 -0.0549
H -2.6026 0.9714 0.5375
H -3.4390 -1.8020 2.8345
H -3.2495 -2.9256 5.0616
H -1.5818 -4.5479 5.5360
H 0.3895 -4.7042 3.9360
H 0.0942 -3.7771 1.6625
I 3.1643 -2.9367 0.0147
C 2.2481 -3.0698 -2.2934
I 2.0923 -1.5283 -3.8023
H 1.3576 -3.6746 -2.2834
H 3.1091 -3.6335 -2.6367
```

Summary:
**Charge**: +2
**Multiplicity**: 1



DFT (the ωB97M-V functional and the def2-TZVPD basis) results for a molecular structure, C33H31N2O2PS2Ti.

XYZ file:
```
72
C33H31N2O2PS2Ti (the ωB97M-V functional and the def2-TZVPD basis)
Ti -0.8641 0.4206 -1.0168
S -3.0999 -0.3980 -1.9893
C -2.0238 -0.4328 -3.3112
N -0.8129 0.0547 -3.1768
C -0.0218 -0.1613 -4.2913
C 1.3084 0.2212 -4.4293
C 1.9602 -0.0764 -5.6121
C 1.3012 -0.7396 -6.6500
C -0.0248 -1.1194 -6.5215
C -0.6781 -0.8285 -5.3321
S -2.3221 -1.1875 -4.8557
H 1.7989 0.7499 -3.6201
H 2.9943 0.2153 -5.7402
H 1.8310 -0.9582 -7.5674
H -0.5370 -1.6310 -7.3256
C 0.2080 -3.0122 1.2096
C -0.1328 -3.2094 -0.2647
C -0.1594 -4.6870 -0.6420
C 0.8061 -2.4390 -1.2011
C 2.3075 -2.7618 -1.0494
O 2.9325 -1.4885 -0.7597
C 1.9580 -0.5747 -0.7289
N 0.7661 -0.9984 -0.9398
C 2.2241 0.8318 -0.5219
C 3.5068 1.3606 -0.6786
C 3.6663 2.7293 -0.6013
C 2.5478 3.5291 -0.3797
C 1.2874 2.9673 -0.2240
C 1.0680 1.5882 -0.2653
P -0.8309 0.8705 1.4379
C 0.2501 1.7015 2.6394
C 1.4070 1.0510 3.0565
C 2.2468 1.6501 3.9833
C 1.9384 2.9056 4.4887
C 0.7871 3.5595 4.0716
C -0.0571 2.9578 3.1502
C -2.1504 0.2059 2.5367
C -2.1996 0.3873 3.9152
C -3.1918 -0.2231 4.6730
C -4.1457 -1.0227 4.0641
C -4.0975 -1.2252 2.6899
C -3.0994 -0.6273 1.9398
H -0.5887 -3.4149 1.8362
H 0.3140 -1.9533 1.4512
H 1.1310 -3.5302 1.4821
H -1.1324 -2.7931 -0.4406
H 0.8266 -5.1427 -0.5143
H -0.4662 -4.8282 -1.6802
H -0.8564 -5.2332 -0.0059
H 0.4745 -2.6125 -2.2304
H 2.7595 -3.1574 -1.9565
H 2.5199 -3.4309 -0.2170
H 4.3490 0.7086 -0.8774
H 4.6437 3.1765 -0.7286
H 2.6644 4.6060 -0.3358
H 0.4458 3.6297 -0.0455
H 1.6573 0.0808 2.6425
H 3.1466 1.1417 4.3044
H 2.5986 3.3765 5.2055
H 0.5478 4.5403 4.4622
H -0.9568 3.4661 2.8229
H -1.4629 1.0109 4.4067
H -3.2180 -0.0691 5.7444
H -4.9185 -1.4950 4.6569
H -4.8295 -1.8585 2.2051
H -3.0489 -0.8077 0.8700
C -3.2324 2.4410 0.7506
C -1.8471 1.9841 0.3801
O -1.4241 2.3101 -0.7996
H -3.4333 2.3701 1.8173
H -3.9807 1.8520 0.2119
H -3.3354 3.4769 0.4217
```

Summary:
**Charge**: 0
**Multiplicity**: 3



DFT (the ωB97M-V functional and the def2-TZVPD basis) results for a gas-phase ion, C33H31N2S (charge +1).

XYZ file:
```
67
C33H31N2S (the ωB97M-V functional and the def2-TZVPD basis)
C -0.3073 2.3905 3.2882
N 0.1192 1.0089 3.0125
C -0.1049 -0.0416 3.9256
C 0.4680 -1.2420 3.4975
C 0.3413 -2.4048 4.2584
C -0.4038 -2.3234 5.4517
C -0.9889 -1.1166 5.8866
C -0.8474 0.0512 5.1074
S 1.2101 -1.0427 1.8878
C 0.9115 0.6791 1.9433
C 1.2416 1.5294 0.7947
C 2.6472 2.0999 0.9090
C 3.6619 1.4027 1.5504
C 4.9954 1.8002 1.3917
C 5.3067 2.9232 0.6261
C 4.2712 3.6819 0.0725
C 2.9419 3.2941 0.2584
H 0.5947 2.9615 3.0581
H -1.1241 2.6596 2.6051
H -0.6172 2.5408 4.3350
H 0.8121 -3.3183 3.8854
H -0.5507 -3.2198 6.0458
H -1.5714 -1.0766 6.8156
H -1.3062 1.0216 5.3516
H 0.4587 2.3103 0.6800
H 3.4564 0.4600 2.0753
H 5.8155 1.2604 1.8774
H 6.3362 3.2747 0.5354
H 4.4862 4.5859 -0.4997
H 2.1278 3.8235 -0.2338
C -0.3745 -2.1065 -1.3739
C -1.0743 -0.8271 -1.1746
N -2.4269 -0.7685 -1.1130
C -3.2888 -1.9052 -1.3184
C -2.8580 0.5332 -0.9109
C -1.6874 1.3387 -0.8701
C -1.8546 2.7095 -0.7696
C -3.1349 3.2677 -0.8038
C -4.2744 2.4511 -0.9197
C -4.1442 1.0442 -0.9858
C -0.5613 0.4799 -1.0023
C 0.8063 0.9925 -0.8812
C 1.2055 1.7817 -2.1276
C 0.2965 2.4028 -3.0125
C 0.6947 3.4614 -3.8333
C 2.0391 3.7896 -3.9262
C 2.4644 4.9234 -4.7878
C 2.9857 3.0155 -3.2516
C 2.5766 1.9943 -2.3962
H 0.6805 -1.8524 -1.5260
H -0.4329 -2.8070 -0.5182
H -0.7372 -2.6308 -2.2715
H -4.3026 -1.5383 -1.2397
H -3.1566 -2.3672 -2.3043
H -3.1133 -2.6859 -0.5712
H -0.9678 3.3393 -0.7513
H -3.2610 4.3462 -0.7763
H -5.2710 2.9018 -0.9674
H -5.0313 0.3807 -1.1007
H 1.5285 0.1802 -0.6831
H -0.7708 2.1780 -2.9626
H -0.0320 4.0203 -4.4298
H 3.5061 5.1716 -4.5681
H 2.3896 4.7187 -5.8651
H 1.8252 5.7868 -4.5769
H 4.0458 3.2401 -3.4049
H 3.3213 1.4433 -1.7993
```

Summary:
**Charge**: +1
**Multiplicity**: 1



DFT (the ωB97M-V functional and the def2-TZVPD basis) results for a gas-phase ion, C33H31N4 (charge +1).

XYZ file:
```
68
C33H31N4 (the ωB97M-V functional and the def2-TZVPD basis)
C -2.0439 -1.2548 -1.7306
C -0.7129 -1.5891 -1.5812
C 0.4075 -0.8827 -0.9593
C 1.7187 -1.5211 -1.0879
C 2.8826 -1.1283 -0.4303
C 4.0297 -1.9019 -0.5496
C 4.0496 -3.1074 -1.2767
C 2.8905 -3.4728 -1.9550
C 1.7685 -2.6913 -1.8139
C 0.5611 0.5241 -0.1591
N 0.9937 1.9015 -0.5811
C 1.5569 2.3557 -1.7970
C 1.7982 1.4233 -2.8107
C 2.6627 1.8648 -3.8058
C 3.2126 3.1361 -3.7759
C 2.8930 4.0305 -2.7502
C 2.0112 3.6428 -1.7628
N 0.8861 2.8606 0.3809
C 0.4206 2.2864 1.4644
C 0.0544 3.0959 2.6739
C 0.8374 4.2286 3.0127
C 0.5623 5.0257 4.1349
C -0.5659 4.6921 4.9363
C -1.3909 3.5942 4.6013
C -1.0755 2.8181 3.4669
N 0.2555 0.8919 1.2144
C 0.1100 -0.0370 2.2257
C -0.3691 -1.2556 1.8213
C -0.4121 -2.3026 2.7297
C 0.0453 -2.1238 4.0241
C 0.5910 -0.9035 4.3823
C 0.6106 0.1674 3.4951
N -3.0722 -2.0567 -1.9549
C -3.0956 -3.5141 -2.0074
C -4.5767 -3.9192 -2.2161
C -5.3876 -2.6418 -2.2671
C -4.4171 -1.4661 -2.0709
H -2.3104 -0.2637 -1.5644
H -0.6762 -2.5867 -2.0450
H 2.8805 -0.2096 0.1403
H 4.9444 -1.5468 -0.0915
H 4.9771 -3.7069 -1.3068
H 2.9256 -4.3640 -2.5861
H 0.9820 -3.1071 -2.4234
H -0.4028 0.5872 -0.7755
H 1.3665 0.4419 -2.7474
H 2.8925 1.1727 -4.6059
H 3.8853 3.4406 -4.5693
H 3.3158 5.0186 -2.6976
H 1.7644 4.2815 -0.9013
H 1.7059 4.4801 2.3998
H 1.1990 5.8974 4.4044
H -0.7951 5.3041 5.8308
H -2.2757 3.3515 5.2361
H -1.7220 1.9929 3.2221
H -0.6925 -1.3593 0.7721
H -0.8246 -3.2461 2.3715
H -0.0375 -2.9391 4.7125
H 1.0017 -0.7861 5.3818
H 1.0435 1.1246 3.8122
H -2.6786 -3.9366 -1.0751
H -2.4527 -3.9041 -2.8148
H -4.8699 -4.5666 -1.3910
H -4.6608 -4.5066 -3.1296
H -5.8977 -2.5508 -3.2218
H -6.1344 -2.6242 -1.4799
H -4.4858 -0.7628 -2.9184
H -4.6574 -0.8960 -1.1594
```

Summary:
**Charge**: +1
**Multiplicity**: 1
**Structure (SMILES)**: C(/C=C(/c1ccccc1)[C@H]1N(c2ccccc2)N=C(c2ccccc2)N1c1ccccc1)=[N+]1CCCC1



DFT (the ωB97M-V functional and the def2-TZVPD basis) results for a molecular structure, C33H31OReS5Sb2.

XYZ file:
```
73
C33H31OReS5Sb2 (the ωB97M-V functional and the def2-TZVPD basis)
Re 0.2007 1.7711 0.9146
S 4.4759 2.7013 5.3860
Sb 4.0477 4.2730 3.9958
S 2.0690 2.0689 1.7273
S -1.1410 1.5671 2.4401
S 3.6622 5.8654 2.6067
O 0.1518 1.3505 -1.0474
S 0.0439 2.8710 -1.5877
C -0.2502 2.7224 -3.2932
C -0.8296 1.5808 -3.8486
C -1.1029 1.5991 -5.2022
C -0.8127 2.7337 -5.9611
C -0.2326 3.8575 -5.3857
C 0.0723 3.8603 -4.0343
C -1.4030 3.2649 -0.6392
C -1.4474 4.5480 -0.0506
C -2.6039 4.9491 0.5879
C -3.7020 4.0895 0.6285
C -3.6603 2.8216 0.0396
C -2.5192 2.3980 -0.6060
H -1.0374 0.7056 -3.2451
H -1.5420 0.7326 -5.6774
H -1.0332 2.7334 -7.0206
H -0.0019 4.7228 -5.9916
H 0.5536 4.7169 -3.5777
H -0.5936 5.2118 -0.1261
H -2.6685 5.9327 1.0330
H -4.6118 4.4168 1.1168
H -4.5362 2.1872 0.0675
H -2.4832 1.4355 -1.1040
C 0.4033 -2.7366 -2.1195
C -0.8978 -2.2548 -1.5405
C -2.0867 -2.5648 -2.2046
C -3.3263 -2.1861 -1.7137
C -3.4238 -1.4883 -0.5135
C -2.2670 -1.1646 0.1701
C -1.0188 -1.5311 -0.3477
Sb 0.5770 -1.1083 0.9427
C 2.5434 -1.3334 0.2767
C 2.8269 -0.7820 -0.9791
C 4.0594 -1.0031 -1.5579
C 4.9920 -1.7911 -0.8872
C 4.7036 -2.3196 0.3603
C 3.4790 -2.0950 0.9901
C 3.2303 -2.6786 2.3536
C 0.0081 -1.6704 2.8792
C 0.1509 -0.7958 3.9607
C -0.3233 -1.1691 5.2062
C -0.9290 -2.4120 5.3607
C -1.0224 -3.2851 4.2891
C -0.5410 -2.9455 3.0225
C -0.6029 -3.9610 1.9149
H 0.2288 -3.5974 -2.7620
H 1.1207 -3.0442 -1.3576
H 0.8780 -1.9679 -2.7325
H -2.0323 -3.1444 -3.1179
H -4.2221 -2.4628 -2.2541
H -4.3918 -1.2330 -0.1032
H -2.3495 -0.6700 1.1329
H 2.0849 -0.1922 -1.5056
H 4.2939 -0.5828 -2.5264
H 5.9536 -1.9917 -1.3411
H 5.4456 -2.9228 0.8680
H 4.1758 -2.8871 2.8498
H 2.6908 -3.6272 2.2891
H 2.6602 -2.0116 3.0009
H 0.6811 0.1447 3.8556
H -0.2077 -0.5093 6.0553
H -1.3058 -2.7124 6.3292
H -1.4633 -4.2639 4.4342
H -0.3142 -4.9416 2.2927
H 0.0824 -3.7454 1.0848
H -1.6082 -4.0494 1.4994
```

Summary:
**Charge**: +4
**Multiplicity**: 1



DFT (the ωB97M-V functional and the def2-TZVPD basis) results for a molecular structure, C33H32BrCl2CrN4O8S.

XYZ file:
```
82
C33H32BrCl2CrN4O8S (the ωB97M-V functional and the def2-TZVPD basis)
Cr -0.4199 -1.6961 0.6656
C -3.1550 -1.2483 2.1254
O -2.4760 -1.5442 0.8683
C -3.1784 -1.5007 -0.2976
C -4.4961 -1.1441 -0.3961
C -5.1203 -1.3297 -1.6275
Br -7.0457 -1.1500 -1.5660
C -4.4603 -1.6504 -2.8076
C -3.0438 -1.9048 -2.7362
C -2.4267 -1.8610 -1.4733
O -1.0488 -2.1921 -1.3127
C -2.4086 -2.3196 -4.0054
N -3.1220 -2.6166 -5.0495
C -2.2037 -2.7610 -6.0555
C -2.4105 -3.1444 -7.4222
C -1.2883 -3.1973 -8.2405
C 0.0225 -3.0445 -7.7853
C 0.2234 -2.8236 -6.3801
C -0.8683 -2.6293 -5.5826
N -1.0447 -2.3596 -4.2513
H -3.3817 -0.1846 2.1981
H -2.4416 -1.5355 2.8467
H -4.0613 -1.8137 2.1899
H -5.0476 -0.7636 0.4403
H -4.8767 -1.8097 -3.7815
H -1.1031 -3.2143 -1.2466
H -3.3443 -3.4114 -7.8679
H -1.3871 -3.5094 -9.2664
H 0.7418 -3.2032 -8.5703
H 1.2423 -2.8506 -6.0278
H -0.3037 -2.1523 -3.5616
C -0.4496 4.9057 -1.5534
O 0.8243 4.4332 -1.5508
C 1.0026 3.1246 -1.1971
C 2.3243 2.7145 -1.3349
C 2.6958 1.4472 -0.9799
C 1.7874 0.5347 -0.3880
C 2.2409 -0.7146 0.0705
C 3.6764 -1.1403 0.1602
O 1.4691 -1.7328 0.3522
C 0.4197 0.9628 -0.2653
O -0.4871 0.2191 0.2460
C 0.0726 2.2586 -0.6669
H -0.6587 5.7319 -2.2264
H -0.8295 5.1551 -0.5281
H -1.1553 4.1104 -1.8922
H 3.0414 3.2806 -1.9819
H 3.7680 1.1795 -1.0874
H 3.6995 -2.0922 -0.3295
H 3.9846 -1.3341 1.1698
H 4.3236 -0.3929 -0.2918
H -0.9594 2.4909 -0.3245
Cl -0.3643 -3.9378 1.1173
N -1.3240 2.3595 2.5168
C -2.1700 3.3532 2.2308
N -1.8617 4.5702 2.8728
S -3.4931 3.1777 1.2701
H -0.3675 2.5665 2.7285
H -1.4823 1.6591 1.8446
H -1.2622 4.6558 3.6879
H -2.4725 5.4297 2.7913
C 3.2675 2.6929 4.9441
C 3.6256 1.2412 4.6318
C 4.9405 0.8050 4.4489
C 5.1859 -0.4829 4.0511
Cl 6.7982 -1.0127 4.0398
C 4.1142 -1.3671 3.9163
C 2.8481 -1.0388 4.2209
C 2.6231 0.2663 4.6172
O 1.4127 0.8071 4.8825
C 0.3360 0.0732 4.4919
C 0.4212 -0.1533 2.9662
O 1.0789 0.6562 2.3167
O -0.2183 -1.1846 2.5349
H 3.3385 2.8349 6.0109
H 2.2544 3.0010 4.6079
H 3.9452 3.4160 4.5065
H 5.8113 1.5686 4.5340
H 4.2658 -2.4758 3.8665
H 2.1317 -1.8380 4.2167
H -0.5497 0.6828 4.6951
H 0.3100 -0.9021 5.0170
```

Summary:
**Charge**: 0
**Multiplicity**: 4



Calculated values (a.u.) of calculated total energy for the records, taken in order: -2354.15699, -3523.35878, -1783.55832, -1494.68435, -3899.45031, -7034.83977.
Calculated values (eV/Å) of max |F| for the records, taken in order: 3.32, 1.57, 3.65, 5.60, 0.71, 3.91.